Here is C4H9N2 as an isolated structure from the OMol25 dataset. Energies are from ωB97M-V/def2-TZVPD.

XYZ file:
```
15
Properties=species:S:1:pos:R:3:lowdin_charge:R:1
C -0.896 1.537 -0.423 0.016
C 0.638 0.370 -0.048 -0.237
C 1.939 -0.213 0.265 -0.001
C -1.551 -0.492 1.140 0.028
N 0.347 1.500 -0.922 0.121
N -0.642 0.398 0.413 -0.031
H -1.941 1.831 -0.797 0.185
H 0.690 -0.754 -2.425 0.148
H 2.346 -0.060 1.298 0.123
H 2.746 0.198 -0.386 0.116
H 1.736 -1.258 0.192 0.082
H -1.764 -1.327 0.552 0.078
H -2.379 0.118 1.516 0.115
H -1.087 -0.967 1.998 0.101
H 0.858 1.747 -1.759 0.156
```

## Properties
- ΔE to the lowest compared entry with this formula, charge and spin (kJ/mol) = 630.8
- LUMO (spin up / spin down) (eV) = -4.51 / -5.49
- charge = +1
- 2S+1 = 1

***

Here is C5H12N2O as an isolated structure from the OMol25 dataset. Energies are from ωB97M-V/def2-TZVPD.

XYZ file:
```
20
Properties=species:S:1:pos:R:3:lowdin_charge:R:1
C -1.896 0.539 0.278 -0.055
C -0.523 0.099 0.130 -0.585
C -0.129 -1.487 0.684 -0.083
C 0.603 1.086 0.594 -0.202
C 1.661 -0.779 -2.673 0.064
H -2.355 -0.852 0.407 0.195
H -2.093 0.758 1.429 0.097
H -2.370 1.271 -0.494 0.112
H -0.613 -2.392 -0.223 0.157
H 1.086 -1.375 0.506 0.098
H -0.743 -1.650 1.635 0.055
H 1.736 0.756 0.635 0.148
H 0.545 1.713 -0.189 0.060
H 0.959 1.761 2.323 -0.020
H -0.635 1.952 1.969 0.094
H 2.720 -1.204 -2.616 0.060
H 1.290 -0.525 -3.685 0.044
N 0.213 1.302 2.053 0.040
N 0.887 -0.822 -1.400 -0.094
O -0.343 -0.151 -1.364 -0.186
```

## Properties
- ΔE to the lowest compared entry with this formula, charge and spin (kJ/mol) = 989.1
- LUMO (eV) = 0.55
- charge = 0
- 2S+1 = 1

***

Here is a 2-piece molecular cluster, CH3INP overall from the OMol25 dataset. Energies are from ωB97M-V/def2-TZVPD.

XYZ file:
```
7
Properties=species:S:1:pos:R:3:lowdin_charge:R:1
C 0.384 1.187 -0.496 -0.009
N 0.933 0.308 0.102 -0.510
P 2.091 -0.453 0.940 0.709
I -3.210 -1.061 0.552 0.495
H -2.202 -0.081 -0.003 -0.496
H -0.570 1.131 -0.852 -0.012
H 2.574 -1.031 -0.242 -0.177
```

## Properties
- ΔE to the lowest compared entry with this formula, charge and spin (kJ/mol) = 220.8
- LUMO (eV) = -0.32
- charge = 0
- 2S+1 = 1

***

Here is one molecule with the formula C5H8N2O from the OMol25 dataset. Energies are from ωB97M-V/def2-TZVPD.

XYZ file:
```
16
Properties=species:S:1:pos:R:3:lowdin_charge:R:1
C 1.767 -0.770 0.960 -0.094
C 0.822 0.044 1.402 -0.092
C -1.228 1.288 0.386 -0.368
C 1.463 -1.210 -0.432 -0.214
C -1.988 0.905 -0.820 -0.016
N 0.099 -0.853 -0.499 -0.055
N -0.181 0.090 0.459 -0.090
O -1.118 2.146 1.207 0.104
H 2.715 -1.098 1.401 0.102
H 0.720 0.466 2.358 0.111
H 2.119 -0.523 -1.157 0.147
H 1.500 -2.266 -0.572 0.098
H -2.195 -0.220 -0.875 0.121
H -1.262 1.078 -1.516 0.049
H -2.941 1.503 -0.944 0.117
H -0.293 -0.581 -1.357 0.080
```

## Properties
- ΔE to the lowest compared entry with this formula, charge and spin (kJ/mol) = 337.3
- LUMO (eV) = 0.74
- structure (SMILES) = CC(=O)N1C=CCN1
- charge = 0
- 2S+1 = 1

***

Here is a 4-piece molecular cluster, C8H11Cl6N overall from the OMol25 dataset. Energies are from ωB97M-V/def2-TZVPD.

XYZ file:
```
26
Properties=species:S:1:pos:R:3:lowdin_charge:R:1
N 0.918 1.618 0.880 0.050
C 1.537 2.553 0.165 -0.148
C 1.490 3.902 0.476 -0.067
C 0.783 4.298 1.607 -0.074
C 0.179 3.328 2.387 -0.065
C 0.277 2.006 1.980 -0.159
H 2.079 2.211 -0.711 0.106
H 1.987 4.643 -0.134 0.101
H 0.719 5.346 1.869 0.106
H -0.357 3.588 3.289 0.104
H -0.233 1.225 2.535 0.080
C -0.783 -0.494 -0.567 -1.025
Cl -0.857 -2.174 -1.162 0.537
Cl -2.242 0.403 -0.974 0.525
H -0.703 -0.534 0.511 -0.012
H 0.076 -0.011 -1.007 0.013
C -1.997 -3.501 -4.288 -1.062
Cl -3.427 -2.559 -3.869 0.497
Cl -1.988 -5.079 -3.510 0.502
H -1.982 -3.641 -5.361 0.023
H -1.125 -2.952 -3.953 -0.011
C 1.019 -2.887 1.883 -1.029
Cl 2.674 -3.510 1.850 0.509
Cl 0.825 -1.565 3.044 0.517
H 0.778 -2.521 0.893 -0.043
H 0.354 -3.693 2.168 0.028
```

## Properties
- ΔE to the lowest compared entry with this formula, charge and spin (kJ/mol) = 0.0
- LUMO (eV) = 0.70
- structure (SMILES) = c1ccncc1.ClCCl.ClCCl.ClCCl
- charge = 0
- 2S+1 = 1

***

Here is C27H45CoN4OP2 as an isolated structure from the OMol25 dataset. Energies are from ωB97M-V/def2-TZVPD.

XYZ file:
```
80
Properties=species:S:1:pos:R:3:mulliken_spin:R:1
Co 0.142 -0.050 0.157 2.384
P 0.079 -1.940 -1.118 -0.086
P 0.203 2.120 0.741 -0.056
N 1.479 0.595 -1.472 0.004
C 1.689 -1.811 -2.016 0.012
H 2.360 -2.589 -1.627 -0.003
H 1.507 -2.045 -3.074 -0.009
C 2.403 -0.469 -1.904 0.006
H 3.221 -0.510 -1.168 0.000
H 2.861 -0.183 -2.866 -0.001
C 2.108 1.939 -1.297 0.008
H 1.645 2.641 -2.009 -0.001
H 3.175 1.859 -1.550 0.001
C 1.936 2.381 0.144 0.020
H 2.223 3.432 0.268 0.001
H 2.586 1.778 0.800 0.001
C 0.332 2.914 2.418 0.025
C 0.746 1.914 3.494 0.014
H 1.737 1.492 3.306 0.001
H 0.018 1.098 3.584 -0.004
H 0.781 2.428 4.463 0.000
C -0.799 3.289 -0.299 0.016
C -2.305 3.179 -0.011 0.010
H -2.856 3.449 -0.923 0.000
H -2.619 3.868 0.783 0.000
H -2.616 2.164 0.271 0.003
C -1.228 -2.316 -2.389 -0.005
C -2.502 -2.851 -1.732 0.027
H -3.322 -2.783 -2.459 0.000
H -2.800 -2.259 -0.855 0.004
H -2.407 -3.903 -1.435 0.000
C 0.319 -3.501 -0.132 0.080
C -0.839 -3.825 0.815 0.033
H -0.429 -4.299 1.717 0.003
H -1.539 -4.540 0.362 -0.001
H -1.403 -2.940 1.135 -0.017
C -1.337 -0.243 0.999 0.069
C -0.277 4.737 -0.237 0.005
H 0.546 4.893 0.475 0.001
H 0.093 5.037 -1.226 -0.002
H -1.086 5.431 0.027 0.001
C -0.740 -3.156 -3.574 -0.001
H -1.568 -3.762 -3.965 -0.001
H -0.406 -2.498 -4.387 -0.001
H 0.085 -3.836 -3.333 0.000
C 0.706 -4.727 -0.971 0.005
H 0.957 -5.547 -0.281 0.002
H -0.125 -5.074 -1.602 0.005
H 1.590 -4.559 -1.601 -0.001
C -0.912 3.690 2.861 0.002
H -1.811 3.059 2.847 -0.001
H -0.755 4.021 3.897 0.001
H -1.095 4.588 2.258 -0.001
H 1.160 3.634 2.291 0.009
H 1.195 -3.240 0.483 0.000
H -0.632 2.909 -1.321 0.025
H -1.469 -1.318 -2.787 -0.021
O -2.310 -0.409 1.621 -0.032
H 0.692 0.654 -2.158 -0.035
H -0.637 -0.325 -1.264 0.491
N -0.146 -0.856 10.112 0.000
C 0.195 -1.065 9.012 0.000
C 0.598 -1.315 7.651 0.000
C -0.383 -1.485 6.666 0.001
C -0.011 -1.701 5.340 -0.001
C 1.349 -1.713 5.006 0.000
C 2.340 -1.594 5.981 -0.001
C 1.957 -1.386 7.310 0.000
N 1.706 -1.672 3.643 0.001
C 2.975 -1.471 3.087 0.003
C 2.791 -1.084 1.798 -0.001
N 1.422 -1.010 1.545 0.030
C 0.810 -1.444 2.644 -0.036
H -1.440 -1.441 6.931 0.000
H -0.783 -1.836 4.587 -0.002
H 3.392 -1.633 5.705 0.000
H 2.715 -1.267 8.084 0.000
H 3.882 -1.603 3.650 0.001
H 3.527 -0.859 1.035 0.002
H -0.262 -1.574 2.744 0.016
```

## Properties
- LUMO (spin up / spin down) (eV) = -2.64 / -2.78
- charge = +1
- 2S+1 = 4

***

Molecular weight values (in g mol⁻¹) by entry order: 85.1, 116.2, 186.9, 112.1, 333.9, 562.6.
Total energy values (in Eh) by entry order: -266.85903, -382.12579, -733.58458, -379.95971, -3127.32887, -3415.25277.
Max |F| values (in eV Å⁻¹) by entry order: 3.2, 8.8, 2.9, 5.7, 0.4, 6.0.